# 1
Computed, not measured: 5 unconnected molecules or ions with the total composition C38H60F5N4O6PS2, with ωB97M-V with the def2-TZVPD basis set.

Summary:
* spin multiplicity: 1
* total charge: 0
* SMILES: CCCCCCCC[C@]1(CCc2ccccc2)C[C@H]([PH2]=O)[C@H](S(=O)(=O)C(F)(F)C(F)(F)F)OS1(=O)=O.CCCC#N.CCCC#N.CCCC#N.CCCC#N

Structure (XYZ):
```
116
C38H60F5N4O6PS2 (ωB97M-V with the def2-TZVPD basis set)
C 6.792 2.569 -1.807
C 5.675 3.145 -0.818
C 5.077 4.528 -1.310
C 3.495 4.480 -1.483
C 3.075 4.007 -2.930
C 1.707 3.173 -2.814
C 2.159 1.647 -2.832
C 1.002 0.638 -2.454
C 1.420 -0.458 -1.370
C 2.786 -1.099 -1.785
C 3.292 -2.284 -0.871
C 4.539 -2.901 -1.618
C 5.773 -2.108 -1.531
C 6.971 -2.580 -2.232
C 6.858 -3.819 -2.996
C 5.645 -4.618 -3.066
C 4.459 -4.141 -2.368
C 0.198 -1.512 -1.354
C -0.786 -1.339 -0.119
P -2.289 -2.443 -0.472
O -3.347 -2.288 0.626
C -1.184 0.146 0.229
S -2.457 0.787 -1.020
O -2.251 0.251 -2.366
O -3.809 0.401 -0.623
C -2.480 2.640 -1.158
F -3.145 3.224 -0.107
F -1.232 3.221 -1.227
C -3.238 3.101 -2.488
F -3.688 4.394 -2.376
F -4.321 2.338 -2.771
F -2.407 3.075 -3.572
O -0.086 1.060 0.448
S 1.412 0.349 0.268
O 1.806 -0.517 1.379
O 2.378 1.449 0.265
H 7.120 3.328 -2.562
H 6.337 1.703 -2.358
H 7.708 2.241 -1.256
H 4.827 2.408 -0.764
H 6.110 3.214 0.217
H 5.393 5.320 -0.580
H 5.537 4.808 -2.295
H 3.018 5.476 -1.312
H 3.131 3.785 -0.677
H 3.881 3.286 -3.262
H 2.996 4.833 -3.676
H 0.980 3.418 -3.625
H 1.333 3.359 -1.778
H 2.513 1.361 -3.866
H 3.061 1.599 -2.176
H 0.739 0.061 -3.383
H 0.115 1.236 -2.141
H 2.624 -1.538 -2.814
H 3.629 -0.378 -1.891
H 3.685 -1.832 0.077
H 2.543 -3.086 -0.679
H 5.831 -1.149 -0.958
H 7.928 -2.013 -2.228
H 7.749 -4.184 -3.563
H 5.554 -5.559 -3.653
H 3.466 -4.656 -2.379
H -0.366 -1.483 -2.328
H 0.598 -2.565 -1.289
H -0.341 -1.782 0.818
H -2.926 -2.111 -1.702
H -1.898 -3.816 -0.601
H -1.758 0.102 1.200
C -1.744 2.619 3.611
C -2.373 1.307 4.069
C -2.571 1.226 5.584
C -1.300 1.214 6.313
N -0.304 1.209 6.885
H -0.736 2.740 4.011
H -1.673 2.638 2.521
H -2.344 3.474 3.931
H -1.754 0.473 3.725
H -3.348 1.202 3.585
H -3.121 0.312 5.822
H -3.186 2.062 5.926
C -2.996 -4.753 5.394
C -2.400 -3.628 4.556
C -2.533 -3.864 3.049
C -1.751 -5.018 2.602
N -1.142 -5.928 2.252
H -2.470 -5.696 5.228
H -2.920 -4.513 6.456
H -4.053 -4.902 5.156
H -1.349 -3.496 4.825
H -2.913 -2.696 4.808
H -2.191 -2.977 2.516
H -3.583 -4.000 2.781
C -2.110 8.614 -0.117
C -2.729 7.234 -0.306
C -1.946 6.121 0.393
C -0.614 5.932 -0.184
N 0.437 5.808 -0.629
H -1.116 8.671 -0.566
H -2.732 9.374 -0.592
H -2.023 8.863 0.944
H -2.814 7.020 -1.375
H -3.746 7.250 0.097
H -2.502 5.190 0.307
H -1.859 6.339 1.461
C -6.072 -8.095 -0.653
C -5.072 -8.192 0.493
C -4.835 -6.856 1.201
C -4.194 -5.871 0.330
N -3.692 -5.098 -0.353
H -5.708 -7.438 -1.446
H -6.241 -9.080 -1.089
H -7.033 -7.711 -0.303
H -4.126 -8.590 0.115
H -5.449 -8.911 1.225
H -4.196 -7.024 2.072
H -5.782 -6.458 1.575
```

=====

# 2
Computed, not measured: a molecular structure, C38H60OP3PdSSi, with ωB97M-V with the def2-TZVPD basis set.

Summary:
* spin multiplicity: 1
* total charge: -1

Structure (XYZ):
```
105
C38H60OP3PdSSi (ωB97M-V with the def2-TZVPD basis set)
Pd 0.672 0.235 1.034
C 4.495 -0.718 -3.182
C 3.893 -1.219 -1.859
C 4.940 -1.106 -0.747
P 2.221 -0.598 -1.197
C 2.300 1.285 -1.341
C 2.876 1.712 0.014
C 2.992 1.949 -2.524
C 1.087 -1.089 -2.549
C 1.484 -1.776 -3.697
C 0.550 -2.228 -4.621
C -0.801 -2.096 -4.358
C -1.204 -1.494 -3.176
C -0.290 -0.939 -2.284
Si -0.868 -0.111 -0.639
C -2.329 -1.330 -0.216
C -3.677 -0.960 -0.218
C -4.672 -1.807 0.240
C -4.348 -3.060 0.720
C -3.027 -3.473 0.725
C -2.009 -2.637 0.268
P -0.259 -3.202 0.197
C -0.596 -4.937 -0.492
C -1.295 -4.846 -1.845
C 0.741 -5.658 -0.652
C 0.078 -3.722 1.986
C -0.697 -2.879 2.994
C 1.583 -3.515 2.182
C -1.741 1.485 -1.305
C -2.493 1.471 -2.479
C -3.178 2.584 -2.943
C -3.120 3.762 -2.217
C -2.347 3.820 -1.069
C -1.646 2.703 -0.606
P -0.516 2.805 0.835
C -0.154 4.688 1.034
C -1.162 5.851 1.158
C 0.827 5.023 -0.096
C -1.662 2.432 2.311
C -2.360 3.601 3.003
C -2.693 1.365 1.960
H 5.016 -1.536 -3.689
H 5.227 0.068 -2.995
H 3.748 -0.319 -3.862
H 3.660 -2.288 -1.962
H 5.282 -0.076 -0.641
H 5.813 -1.723 -0.978
H 4.526 -1.429 0.209
H 1.245 1.582 -1.362
H 3.893 1.343 0.156
H 2.205 1.236 0.772
H 2.891 2.797 0.134
H 4.072 1.814 -2.493
H 2.784 3.024 -2.501
H 2.606 1.562 -3.468
H 2.523 -1.983 -3.897
H 0.889 -2.714 -5.529
H -1.534 -2.488 -5.055
H -2.258 -1.489 -2.922
H -3.946 0.022 -0.592
H -5.708 -1.486 0.230
H -5.124 -3.724 1.085
H -2.794 -4.462 1.104
H -1.230 -5.499 0.204
H -0.650 -4.342 -2.564
H -2.224 -4.282 -1.773
H -1.525 -5.846 -2.226
H 1.412 -5.048 -1.261
H 0.605 -6.625 -1.143
H 1.215 -5.829 0.316
H -0.180 -4.780 2.118
H -0.561 -1.817 2.757
H -0.320 -3.078 4.002
H -1.765 -3.097 2.974
H 1.816 -2.462 2.015
H 2.154 -4.102 1.459
H 1.905 -3.792 3.189
H -2.551 0.557 -3.053
H -3.763 2.531 -3.853
H -3.676 4.635 -2.538
H -2.305 4.755 -0.537
H 0.426 4.664 1.966
H -1.223 6.401 0.218
H -0.814 6.551 1.923
H -2.165 5.541 1.431
H 0.305 5.048 -1.054
H 1.609 4.271 -0.167
H 1.300 5.995 0.070
H -0.974 1.976 3.029
H -3.140 4.023 2.369
H -1.661 4.387 3.288
H -2.847 3.228 3.910
H -3.281 1.656 1.090
H -3.376 1.208 2.799
H -2.196 0.422 1.739
C 0.483 0.560 4.840
S 1.415 0.684 3.258
C 1.816 2.457 3.501
O 2.687 -0.002 3.564
H 1.202 0.738 5.637
H 0.069 -0.441 4.921
H -0.322 1.290 4.870
H 0.976 2.997 3.932
H 2.063 2.879 2.529
H 2.681 2.487 4.161
```

=====

# 3
Computed, not measured: a molecular structure, C38H61BrN2O14S5Si, with ωB97M-V with the def2-TZVPD basis set.

Summary:
* spin multiplicity: 1
* total charge: 0

Structure (XYZ):
```
122
C38H61BrN2O14S5Si (ωB97M-V with the def2-TZVPD basis set)
C -1.080 0.686 2.193
C -1.594 1.730 1.241
C -2.689 2.506 1.597
C -3.161 3.457 0.708
C -2.560 3.659 -0.520
C -1.459 2.899 -0.877
C -0.726 3.074 -2.204
C -0.614 1.725 -2.874
C 0.554 1.048 -3.119
C 1.891 1.664 -2.773
C 2.939 1.760 -3.911
O 4.120 1.045 -3.559
Si 5.446 1.223 -4.571
C 5.570 2.919 -5.366
C 6.959 1.021 -3.461
C 5.533 -0.163 -5.852
C 0.452 -0.285 -3.679
Br 2.051 -1.277 -3.982
C -0.719 -0.901 -3.997
C -0.869 -2.322 -4.502
O -0.397 -3.325 -3.602
C -0.830 -3.081 -2.306
C 0.055 -2.816 -1.285
C -0.395 -2.574 0.001
C -1.751 -2.606 0.285
C -2.630 -2.877 -0.747
C -2.191 -3.122 -2.035
C -1.930 -0.172 -3.814
N -3.161 -0.584 -4.056
S -4.141 0.628 -3.609
N -3.054 1.672 -3.081
C -1.854 1.132 -3.240
C -0.994 1.942 0.012
H -0.007 0.796 2.332
H -1.591 0.732 3.147
H -1.245 -0.311 1.785
H -3.169 2.355 2.550
H -4.009 4.072 0.976
H -2.944 4.393 -1.212
H -1.298 3.763 -2.819
H 0.232 3.509 -1.967
H 2.347 1.102 -1.957
H 1.770 2.665 -2.397
H 2.532 1.318 -4.821
H 3.148 2.813 -4.083
H 5.198 3.658 -4.657
H 5.086 3.015 -6.333
H 6.628 3.139 -5.490
H 6.757 1.457 -2.483
H 7.201 -0.027 -3.301
H 7.799 1.559 -3.891
H 6.531 -0.590 -5.846
H 4.851 -0.974 -5.610
H 5.308 0.242 -6.838
H -1.931 -2.510 -4.640
H -0.405 -2.398 -5.482
H 1.117 -2.793 -1.465
H 0.323 -2.379 0.782
H -2.061 -2.430 1.303
H -3.693 -2.910 -0.549
H -2.906 -3.338 -2.813
H -0.145 1.327 -0.262
O -1.092 -4.281 3.250
S -1.898 -5.464 3.187
O -3.224 -5.409 2.656
O -1.936 -6.125 4.629
C -2.325 -5.267 5.728
C -3.822 -5.047 5.782
C -1.004 -6.736 2.365
H -1.785 -4.321 5.671
H -1.993 -5.775 6.630
H -4.168 -4.461 4.931
H -4.083 -4.514 6.696
H -4.351 -6.000 5.760
H -0.010 -6.804 2.800
H -0.942 -6.458 1.315
H -1.545 -7.672 2.477
O -2.471 2.648 5.958
S -2.187 4.051 6.018
O -1.173 4.543 6.897
O -3.545 4.831 6.299
C -4.341 4.409 7.425
C -3.787 4.911 8.744
C -1.905 4.667 4.396
H -4.440 3.323 7.420
H -5.330 4.828 7.250
H -2.834 4.438 8.979
H -4.487 4.690 9.550
H -3.619 5.987 8.704
H -2.705 4.322 3.748
H -0.950 4.271 4.058
H -1.869 5.753 4.431
O -2.338 -3.542 8.691
S -2.084 -2.547 9.691
O -3.078 -2.243 10.671
O -1.623 -1.210 8.970
C -2.457 -0.682 7.915
C -3.677 0.041 8.449
C -0.562 -2.899 10.500
H -2.735 -1.484 7.229
H -1.822 0.011 7.367
H -4.369 -0.651 8.929
H -4.200 0.539 7.633
H -3.387 0.784 9.192
H 0.200 -3.088 9.749
H -0.720 -3.783 11.113
H -0.295 -2.050 11.123
O 3.404 1.907 -10.622
S 4.164 0.994 -9.824
O 5.130 1.483 -8.889
O 4.858 -0.067 -10.783
C 5.639 0.435 -11.887
C 7.005 0.925 -11.451
C 3.084 -0.121 -8.999
H 5.081 1.215 -12.409
H 5.742 -0.405 -12.571
H 6.927 1.819 -10.834
H 7.611 1.165 -12.325
H 7.516 0.163 -10.863
H 2.375 -0.528 -9.714
H 2.563 0.447 -8.231
H 3.678 -0.909 -8.544
```

=====

# 4
Computed, not measured: a molecular structure, C38H62FN11NaOS, with ωB97M-V with the def2-TZVPD basis set.

Summary:
* spin multiplicity: 1
* total charge: -1

Structure (XYZ):
```
115
C38H62FN11NaOS (ωB97M-V with the def2-TZVPD basis set)
Na -0.057 -0.097 -0.625
C -0.942 -4.431 -2.286
N 0.378 -4.127 -1.774
C 1.153 -5.281 -1.386
C 1.052 -2.967 -2.191
N 1.864 -2.297 -1.467
C 2.042 -2.629 -0.065
C 2.658 -1.444 0.682
N 1.700 -0.445 1.167
C 2.146 0.911 0.841
C 1.206 2.027 1.291
N -0.197 1.710 1.059
C -1.072 2.552 1.456
N -2.419 2.207 1.502
C -3.316 3.157 0.847
C -2.741 0.826 1.168
N -0.770 3.838 1.925
C -1.436 4.398 3.074
C -0.202 4.811 1.010
C 1.410 -0.589 2.584
C 0.767 -1.923 2.950
N -0.440 -2.199 2.206
C -1.575 -2.318 2.778
N -1.954 -1.897 4.078
C -2.144 -2.932 5.068
C -1.510 -0.623 4.593
N -2.611 -2.921 2.108
C -2.347 -3.492 0.797
C -3.990 -2.603 2.433
N 0.766 -2.553 -3.489
C 1.210 -1.223 -3.878
C 1.027 -3.541 -4.519
H -1.490 -4.990 -1.522
H -0.922 -5.054 -3.193
H -1.478 -3.507 -2.489
H 1.217 -6.013 -2.206
H 0.698 -5.784 -0.526
H 2.165 -4.992 -1.118
H 2.747 -3.465 0.041
H 1.098 -2.934 0.401
H 3.271 -1.807 1.521
H 3.335 -0.953 -0.020
H 2.231 0.967 -0.247
H 3.140 1.117 1.278
H 1.526 2.904 0.724
H 1.356 2.275 2.350
H -3.016 3.360 -0.188
H -3.372 4.103 1.382
H -4.316 2.727 0.828
H -2.045 0.150 1.661
H -2.681 0.618 0.095
H -3.757 0.622 1.509
H -1.930 3.609 3.638
H -2.183 5.158 2.806
H -0.701 4.884 3.724
H -0.937 5.590 0.777
H 0.067 4.337 0.069
H 0.684 5.290 1.439
H 0.727 0.209 2.867
H 2.332 -0.465 3.186
H 0.631 -1.959 4.038
H 1.476 -2.723 2.712
H -2.545 -3.827 4.593
H -2.854 -2.600 5.831
H -1.206 -3.205 5.574
H -1.322 0.063 3.769
H -0.602 -0.685 5.208
H -2.303 -0.193 5.213
H -2.391 -2.741 0.001
H -3.079 -4.279 0.603
H -1.344 -3.913 0.794
H -4.156 -1.530 2.525
H -4.319 -3.077 3.362
H -4.620 -2.974 1.626
H 0.964 -0.469 -3.129
H 0.710 -0.965 -4.815
H 2.296 -1.194 -4.040
H 0.724 -4.536 -4.203
H 2.096 -3.573 -4.778
H 0.475 -3.284 -5.427
F 0.749 1.217 -1.994
N -5.584 -3.503 -8.573
C -5.119 -3.118 -7.592
C -4.539 -2.640 -6.370
C -3.157 -2.701 -6.175
C -2.604 -2.246 -4.996
C -3.411 -1.719 -3.970
C -4.796 -1.658 -4.189
C -5.353 -2.111 -5.368
C -2.801 -1.276 -2.764
C -2.097 -0.990 -1.794
H -2.525 -3.106 -6.956
H -1.535 -2.280 -4.830
H -5.425 -1.248 -3.410
H -6.423 -2.059 -5.523
C 4.059 2.421 -6.604
C 2.950 2.662 -5.615
C 1.667 2.180 -5.849
C 0.636 2.412 -4.949
C 0.879 3.129 -3.791
C 2.153 3.617 -3.546
C 3.177 3.387 -4.449
S -0.356 3.549 -2.551
C -1.670 2.435 -3.043
O -0.834 4.933 -2.895
H 3.883 1.512 -7.179
H 5.022 2.323 -6.101
H 4.142 3.249 -7.313
H 1.471 1.598 -6.743
H -0.343 1.999 -5.148
H 2.348 4.159 -2.628
H 4.173 3.760 -4.237
H -2.046 2.726 -4.024
H -2.464 2.564 -2.308
H -1.301 1.412 -3.000
```

=====

Number 1: strongest force on any atom 5.7 eV Å⁻¹, HOMO level -9.05 eV. Number 2: strongest force on any atom 1.4 eV Å⁻¹, HOMO level -2.60 eV. Number 3: strongest force on any atom 1.2 eV Å⁻¹, HOMO level -8.71 eV. Number 4: strongest force on any atom 0.4 eV Å⁻¹, HOMO level -5.18 eV.